# 1
10
Properties=species:S:1:pos:R:3:forces:R:3:nbo_charge:R:1 method="wB97M-V/def2-TZVPD" e_above_lowest_ev=3.405 smiles=Oc1cnnnc1 lumo_ev=0.11 gap_ev=9.6
O -2.17220 -0.15957 -0.13820 -3.2 3.3 1.6 -0.63
C -0.90725 0.13903 0.09323 2.9 -3.1 -1.3 0.27
C -0.13115 1.29751 0.13764 -0.7 0.1 -1.4 -0.12
N 1.19088 1.07720 -0.08727 -0.3 1.3 0.6 -0.19
N 1.77697 -0.04924 -0.08042 0.9 -0.5 0.1 -0.04
N 1.13746 -1.21493 0.08112 -2.5 -0.1 -0.7 -0.21
C -0.20181 -1.17159 0.00590 2.8 4.5 1.4 0.00
H -2.70758 0.61180 0.24306 0.4 -1.6 -1.1 0.49
H -0.42986 2.41901 -0.00346 0.2 -2.4 0.7 0.23
H -0.78076 -2.03510 0.05130 -0.7 -1.4 -0.1 0.21

# 2
11
Properties=species:S:1:pos:R:3:forces:R:3:mulliken_spin:R:1 method="wB97M-V/def2-TZVPD" e_above_lowest_ev=2.663 multiplicity=3 lumo_ev="-0.27 / -2.53" gap_ev="6.0 / 6.8"
C -1.29156 -0.93096 0.78055 -1.5 0.9 1.2 0.81
C -1.18974 0.34537 0.82390 -0.6 0.0 0.5 0.26
C -0.45777 -1.75687 0.07295 -2.0 -1.8 -1.1 0.21
C -0.40419 1.35374 0.44472 0.6 1.0 1.0 0.08
C 0.79225 0.14141 -0.65570 0.1 -3.7 0.8 0.23
N 0.41403 -1.14050 -0.63174 3.0 2.2 -1.1 0.14
Br 2.69413 0.24768 -0.04814 0.0 0.6 -0.3 0.15
H -0.80522 -2.74683 -0.22216 0.6 -0.1 0.4 0.04
H -0.55563 2.05684 -0.36676 -0.5 0.2 0.3 0.00
H 0.28343 1.66454 1.26005 -0.1 0.2 -0.8 0.04
H 0.52027 0.76558 -1.45767 0.2 0.6 -0.9 0.02

# 3
96
Properties=species:S:1:pos:R:3:forces:R:3:mulliken_charge:R:1 method="wB97M-V/def2-TZVPD" lumo_ev=0.09 gap_ev=6.9
Pb 0.74662 -1.82840 -0.64456 0.1 -0.2 0.0 1.61
C 4.93482 -2.36489 -0.85688 0.0 0.0 0.0 -1.07
O 4.02461 -1.28589 -1.02110 -0.1 0.1 0.1 -0.09
C 4.51197 -0.03164 -0.86324 0.1 -0.1 -0.2 0.69
C 5.84411 0.27135 -0.64990 -0.2 0.0 0.0 -0.40
C 6.23188 1.60429 -0.51920 0.0 0.0 0.0 -0.85
Br 8.06398 2.00020 -0.23492 0.0 0.0 0.0 -0.23
C 5.32381 2.62579 -0.60443 0.0 0.0 0.0 -0.64
C 3.97273 2.32670 -0.83187 0.1 0.1 0.1 1.26
C 3.56084 1.00560 -0.96797 -0.2 -0.1 0.1 -0.31
O 2.28111 0.66830 -1.17574 0.4 -0.6 0.1 -0.49
C 2.96421 3.37448 -0.91760 0.1 0.1 0.0 -0.15
N 1.71110 3.15446 -1.23828 0.0 0.2 0.0 -0.40
C 1.09464 4.39050 -1.22613 0.0 0.2 0.0 0.01
C -0.21855 4.74094 -1.52532 0.0 0.0 0.0 -0.16
C -0.56192 6.07611 -1.44019 0.0 0.0 0.0 -0.80
C 0.37442 7.05080 -1.06575 0.0 0.0 0.0 -0.39
C 1.68508 6.72036 -0.77742 0.0 0.0 0.0 -1.17
C 2.02460 5.37737 -0.86878 -0.1 0.0 -0.1 0.52
N 3.20989 4.69822 -0.67995 0.1 0.0 0.0 -0.05
H 5.44104 -2.30381 0.10698 0.0 0.0 0.1 0.45
H 5.67044 -2.37441 -1.66519 0.0 0.0 0.0 0.45
H 4.33839 -3.27110 -0.89384 0.0 0.0 0.0 0.05
H 6.58494 -0.50702 -0.57657 0.0 0.0 0.0 0.56
H 5.66337 3.64655 -0.50915 0.0 0.0 0.0 0.48
H 1.74094 1.49213 -1.20332 -0.3 0.2 -0.2 0.64
H -0.93152 3.98571 -1.82630 0.0 0.0 0.0 0.51
H -1.57196 6.38324 -1.67434 0.0 0.0 0.0 0.46
H 0.06599 8.08575 -1.01304 0.0 0.0 0.0 0.40
H 2.40844 7.47509 -0.50087 0.0 0.0 0.0 0.40
H 4.08871 5.09882 -0.40169 -0.1 -0.1 0.0 0.22
C -4.12152 -3.79963 -0.58014 0.1 0.0 0.0 -1.42
Si -2.57902 -2.72062 -0.70118 -0.1 0.1 -0.1 -0.26
C -2.76246 -1.79027 -2.32626 0.0 0.0 0.1 -0.57
C -2.73942 -1.51088 0.73772 0.0 -0.1 -0.1 0.79
N -1.00105 -3.44140 -0.67080 0.0 0.1 0.2 0.14
C -0.68387 -4.78012 -0.70803 0.1 -0.1 0.1 0.52
C -1.62320 -5.83117 -0.64337 0.0 0.0 0.0 -0.25
C -1.26940 -7.16846 -0.67276 0.0 0.0 0.0 -0.93
C 0.05624 -7.56330 -0.76117 0.0 0.0 0.0 -0.48
C 1.02310 -6.57203 -0.81971 0.0 0.0 0.0 -0.91
C 0.63610 -5.25590 -0.79531 0.1 0.2 0.0 0.40
F 1.66401 -4.32120 -0.84089 -0.2 0.1 0.0 -0.15
H -4.98506 -3.13029 -0.59390 0.0 0.1 0.0 0.36
H -4.16085 -4.36896 0.34936 0.0 0.0 0.0 0.35
H -4.22576 -4.49122 -1.41673 0.0 0.0 0.0 0.38
H -3.70898 -1.24525 -2.36809 0.0 0.0 0.0 0.15
H -2.73649 -2.49225 -3.16204 0.0 0.0 0.0 0.49
H -1.95891 -1.06606 -2.46175 0.0 0.0 0.0 0.02
H -3.41414 -0.69050 0.47720 0.0 0.0 0.0 -0.28
H -1.77953 -1.09017 1.03056 0.1 0.0 0.1 -0.89
H -3.14399 -2.01855 1.61171 0.0 -0.1 0.1 0.57
H -2.66651 -5.57924 -0.55541 0.1 -0.1 0.0 0.21
H -2.05102 -7.91470 -0.61775 0.0 0.0 0.0 0.42
H 0.33368 -8.60682 -0.77698 0.0 0.0 0.0 0.39
H 2.07731 -6.80562 -0.87642 0.0 0.0 0.0 0.42
C 0.97333 -0.95228 3.86655 0.0 -0.1 -0.1 -2.14
C 1.39552 -1.92892 2.76102 0.1 0.1 -0.1 0.86
O 1.15541 -1.40272 1.51740 -0.2 -0.3 0.1 0.32
C 2.91781 -2.18068 2.88789 -0.1 0.1 -0.1 0.47
F 3.35837 -3.10494 2.02799 0.1 -0.2 -0.3 -0.23
F 3.59220 -1.05383 2.61963 0.1 0.3 0.0 -0.30
F 3.29580 -2.57512 4.11123 0.0 -0.1 0.3 -0.31
C 0.64210 -3.26131 2.98838 0.1 0.2 -0.1 0.38
F 0.94218 -4.18299 2.07638 0.1 -0.2 -0.4 -0.17
F 0.89363 -3.80086 4.19014 0.1 -0.1 0.3 -0.31
F -0.67411 -3.06344 2.92455 -0.5 0.2 -0.1 -0.28
H 1.54233 -0.03193 3.74693 0.0 0.0 0.0 0.45
H 1.14707 -1.35537 4.86218 0.0 0.0 0.0 0.49
H -0.08581 -0.73622 3.73940 0.0 0.0 0.0 0.38
C -2.93994 3.79485 1.26432 0.0 0.1 -0.1 -1.20
N -2.29757 2.49374 1.21638 -0.1 -0.1 0.1 -0.13
N -2.07900 1.89457 -0.01601 0.1 0.1 -0.1 1.74
C -0.97401 1.07201 0.06516 -0.1 0.1 0.1 0.10
O -0.65071 0.30518 -0.85694 0.2 -0.2 -0.1 -1.20
C -0.42202 1.28413 1.36582 0.0 0.1 0.0 -0.31
C -1.23295 2.16382 2.00811 0.0 0.0 0.0 0.20
C -1.09586 2.76505 3.36210 0.0 0.0 0.0 -1.75
C -3.10804 1.78556 -0.98107 -0.1 0.0 0.0 -0.49
C -4.42443 1.57465 -0.59012 0.0 0.0 0.0 0.41
C -5.41241 1.46266 -1.55455 0.0 0.0 0.0 -0.91
C -5.08657 1.53887 -2.90154 0.0 0.0 0.0 -0.56
C -3.76640 1.73093 -3.28095 0.0 0.0 0.0 -1.20
C -2.77199 1.86367 -2.32503 0.0 0.0 0.0 0.20
H -3.63749 3.87773 0.43432 0.0 0.0 0.0 0.42
H -2.21302 4.60800 1.19847 0.0 0.0 -0.1 0.36
H -3.50039 3.88020 2.19252 0.0 0.0 0.0 0.34
H 0.43954 0.75822 1.73729 0.0 0.0 0.0 0.23
H -0.20714 2.37173 3.84864 0.0 0.0 0.0 0.39
H -1.96426 2.52958 3.97901 0.0 0.0 0.0 0.34
H -1.00672 3.85073 3.30460 0.0 0.0 0.0 0.40
H -4.66407 1.47829 0.46080 0.0 0.0 0.0 0.47
H -6.43652 1.29756 -1.25082 0.0 0.0 0.0 0.42
H -5.85824 1.43867 -3.65231 0.0 0.0 0.0 0.41
H -3.50468 1.77780 -4.32875 0.0 0.0 0.0 0.40
H -1.73895 2.00142 -2.61048 0.0 0.0 0.0 0.34

# 4
19
Properties=species:S:1:pos:R:3:forces:R:3:nbo_charge:R:1 method="wB97M-V/def2-TZVPD" e_above_lowest_ev=4.250 lumo_ev=0.84 gap_ev=9.4
C 1.71139 -0.89389 -0.43773 1.7 -0.9 -1.2 -0.25
C 1.00040 -1.98737 -0.20947 -0.2 -2.7 1.1 -0.01
C -1.03120 -1.02463 -0.01320 5.2 2.2 -2.8 0.61
C -2.37519 0.78682 -0.07982 -1.8 -0.7 -1.0 0.24
C 1.17767 0.50146 -0.36228 -3.6 -2.2 2.5 -0.31
C -0.23864 0.52464 -0.87650 -1.6 -4.2 2.2 0.06
C 1.03698 0.85962 1.09649 -1.9 3.0 -0.9 -0.59
N -0.34187 -2.06040 0.22406 -1.5 0.9 0.1 -0.55
O -2.13066 -0.56633 0.41006 -2.3 0.6 0.7 -0.47
O -1.17799 1.41373 -0.36279 -0.3 0.4 -0.1 -0.52
H 2.77122 -1.13499 -0.72835 -1.1 0.8 0.4 0.23
H 1.43026 -3.05439 -0.09937 -0.2 2.1 -0.7 0.21
H -3.25887 0.76113 -0.84007 2.2 -0.4 0.0 0.16
H -2.90731 1.26659 0.68699 0.1 0.9 1.6 0.18
H 1.71035 1.18758 -0.86033 2.4 2.4 -1.7 0.21
H -0.27895 0.41906 -1.90664 -0.4 -0.2 -2.1 0.18
H 0.52766 0.19696 1.71374 -0.7 -1.8 0.7 0.21
H 0.39467 1.80159 1.20672 1.3 -0.9 -0.2 0.21
H 1.98008 1.00285 1.43848 2.8 0.7 1.6 0.21

# 5
24
Properties=species:S:1:pos:R:3:forces:R:3:mulliken_spin:R:1 method="wB97M-V/def2-TZVPD" e_above_lowest_ev=2.067 multiplicity=3 lumo_ev="0.70 / -3.04" gap_ev="4.5 / 6.1"
C -1.02668 -2.98352 0.88884 -1.2 -1.8 4.9 0.00
C 0.58631 3.11519 -1.42538 1.9 0.7 -4.5 -0.01
C -0.41521 -0.11264 1.88755 -2.9 0.7 0.5 -0.01
C -0.13423 -2.03354 0.20199 1.8 1.4 0.4 -0.01
C 0.40995 2.27849 -0.25382 -0.4 -1.7 2.9 0.05
C -0.50384 -0.49522 0.44238 2.9 -0.9 -2.7 0.02
P 0.71200 0.41771 -0.66433 -1.2 2.1 3.5 0.33
S 2.62509 0.02114 -0.46222 2.5 -0.4 0.7 1.05
S 0.01509 0.09567 -2.61966 -3.1 -0.4 -4.1 0.56
H -0.78192 -2.95652 2.03626 -0.9 0.7 -1.5 0.00
H -2.19378 -2.89552 0.84866 2.3 -0.1 -0.5 0.00
H -0.68959 -4.04570 0.90944 -0.5 0.5 -1.4 0.00
H 1.55690 2.76085 -2.10245 -2.3 0.7 1.7 0.00
H -0.31131 2.92305 -2.10796 1.4 0.8 0.7 0.01
H 0.81517 4.21026 -1.27112 -0.7 -1.2 0.1 -0.01
H 0.45852 -0.09988 2.54890 0.4 -0.2 -1.1 0.02
H -0.93123 0.89890 1.96411 0.5 -1.3 0.4 0.00
H -1.07446 -0.92803 2.23381 -0.1 0.9 1.2 -0.01
H -0.04167 -2.41382 -0.81245 0.0 1.0 -0.5 0.00
H 0.94835 -2.03174 0.62836 -1.8 -0.7 -0.5 0.01
H -0.70325 2.31067 0.05921 1.8 0.0 0.1 0.00
H 1.14094 2.54780 0.59506 -1.4 -0.4 -1.0 0.01
H -1.40764 -0.19999 -0.12458 -0.2 -0.2 0.9 0.00
H 0.94648 -0.38361 -3.40061 1.0 -0.3 -0.2 -0.02

# 6
10
Properties=species:S:1:pos:R:3:forces:R:3:nbo_charge:R:1 method="wB97M-V/def2-TZVPD" e_above_lowest_ev=1.756 lumo_ev=-1.20 gap_ev=8.5
C 0.54118 0.09333 -0.23760 1.5 0.9 -0.1 -0.29
C 0.86355 -0.91332 0.52839 0.0 -0.7 0.9 -0.06
C -0.76383 -0.17552 -0.70949 -2.9 -0.4 -1.5 0.31
N -0.23030 -1.80221 0.67141 1.4 -1.4 1.6 -0.12
N -1.13921 -1.46658 -0.04346 -2.3 1.0 -1.7 -0.16
O -1.83938 0.70625 -0.64515 0.0 -2.0 -0.8 -0.66
I -0.25690 -0.66749 -2.87381 -0.4 -0.1 0.4 0.02
H 1.24068 0.67498 -0.76415 0.6 1.3 0.0 0.25
H 1.76221 -1.19811 0.98112 1.2 -0.1 0.5 0.22
H -2.59565 0.10449 -0.94957 1.1 1.4 0.7 0.50

# 7
21
Properties=species:S:1:pos:R:3:forces:R:3:nbo_charge:R:1 method="wB97M-V/def2-TZVPD" e_above_lowest_ev=0.325 total_charge=-1 lumo_ev=2.10 gap_ev=7.9
C 1.27004 0.45393 -1.93662 0.1 -0.3 0.1 -0.31
C 2.09382 -0.39538 -1.31086 -1.4 -0.1 -0.7 -0.14
C -0.04700 0.32469 -1.23553 -1.3 2.2 1.7 0.70
C 1.35964 -0.99705 -0.19058 1.6 -2.5 1.3 0.66
C -1.70154 -2.09243 0.79128 1.8 0.7 0.4 0.79
C -1.13324 0.03538 1.93002 0.2 -0.5 1.1 0.32
C -0.88079 -0.80361 0.87625 -0.8 0.6 0.8 -0.20
N 0.09832 -0.46601 -0.09890 0.0 -0.4 -1.7 -0.50
O -1.01383 -3.07450 0.15488 -2.1 -0.9 -0.3 -0.71
O -2.75361 -2.32750 1.32217 0.3 0.3 -0.4 -0.58
O -1.10466 0.96494 -1.39862 1.2 -0.5 -0.7 -0.61
O 1.75997 -2.00072 0.38805 -0.8 0.0 -0.3 -0.63
O -0.48962 1.08538 2.45745 1.3 0.2 -2.2 -0.70
Br 2.35966 0.91697 1.16744 0.8 1.1 0.8 -0.66
Br -3.53499 0.97273 0.36082 0.0 0.4 -0.5 -0.43
H 1.61260 1.20051 -2.65409 -0.9 -0.4 -0.1 0.24
H 2.96298 -0.93040 -1.62416 0.9 0.6 0.1 0.24
H -1.99565 -0.24957 2.57427 0.7 0.1 -0.6 0.21
H -2.15716 0.92079 -0.39091 -0.9 0.1 0.0 0.31
H -0.08076 -2.96653 0.06248 1.4 0.8 0.2 0.51
H 0.41320 1.39417 1.92613 -2.1 -1.5 1.1 0.51

# 8
63
Properties=species:S:1:pos:R:3:forces:R:3:nbo_charge:R:1 method="wB97M-V/def2-TZVPD" e_above_lowest_ev=3.065 lumo_ev=-0.51 gap_ev=6.4
C -5.81805 3.56261 -2.42565 0.0 -0.4 0.2 -0.26
O -5.57112 2.37856 -1.64123 0.5 0.2 -0.5 -0.48
C -4.30399 1.89497 -1.69614 0.8 0.1 0.2 0.35
C -3.26456 2.47519 -2.47346 -0.7 -0.3 0.4 -0.31
C -1.96795 2.00844 -2.33534 0.1 -0.4 0.4 -0.15
C -1.62608 1.06817 -1.33321 -0.8 0.1 -0.4 -0.07
C -0.23967 0.79166 -1.00510 0.7 0.7 -0.6 -0.07
C 0.72858 1.73770 -1.19050 -0.5 -0.4 0.5 -0.68
S 2.44435 1.31148 -1.40396 -0.3 -0.3 0.1 2.17
O 3.11550 1.33930 -0.11673 0.0 0.0 -0.9 -0.95
O 2.44708 0.12276 -2.22865 0.3 0.6 0.5 -0.91
C 3.04703 2.71952 -2.36159 0.1 -0.9 -0.2 -0.67
C 3.07544 4.01025 -1.56520 0.5 0.3 -0.1 -0.42
C 1.95450 4.16679 -0.56131 -0.7 -0.1 0.3 -0.66
S 0.39848 3.49189 -1.15814 0.1 0.2 -0.3 2.17
O 0.27633 3.93835 -2.53626 -0.1 0.4 0.5 -0.96
O -0.61795 3.78067 -0.17319 0.3 -0.1 -0.6 -0.92
C -2.69211 0.39604 -0.70371 0.5 0.3 0.1 -0.16
C -4.00639 0.77349 -0.88035 -0.1 0.5 -0.3 -0.27
H -6.86096 3.80099 -2.23231 0.1 0.1 -0.1 0.21
H -5.17150 4.39689 -2.11622 -0.2 -0.3 0.0 0.19
H -5.66088 3.34294 -3.49023 -0.1 0.1 0.2 0.18
H -3.44446 3.32777 -3.13473 0.0 -0.6 0.2 0.23
H -1.21457 2.37190 -3.02734 -0.1 0.1 0.4 0.25
H 0.04398 -0.20478 -0.64698 0.0 0.1 -0.5 0.25
H 4.05360 2.37741 -2.62596 -0.1 0.1 -0.1 0.26
H 2.44696 2.79362 -3.27584 0.1 -0.2 0.3 0.27
H 4.02667 4.07326 -1.03406 -0.1 0.0 0.1 0.24
H 3.05317 4.84917 -2.26705 0.0 -0.2 0.0 0.24
H 2.15442 3.69450 0.40464 0.0 0.0 -0.2 0.26
H 1.70926 5.22119 -0.39892 0.0 -0.2 0.1 0.26
H -2.42558 -0.40923 -0.02941 -0.3 0.3 -0.1 0.20
H -4.79971 0.25459 -0.34915 0.0 0.2 -0.1 0.23
C 3.66660 -3.57841 3.60757 -0.1 -0.1 -0.1 -0.62
C 3.66149 -2.43587 2.60435 0.0 0.6 -0.6 -0.20
N 2.33292 -1.95814 2.18840 -0.2 -0.1 0.3 -0.44
C 1.71457 -0.93997 3.04738 0.0 -0.6 -0.2 -0.21
C 1.71894 0.44688 2.44162 0.1 0.3 0.1 -0.62
C 1.62865 -2.68847 1.25062 1.4 -0.6 0.2 0.61
C 0.28400 -2.29351 0.95566 -0.3 -0.2 0.5 -0.32
N -0.65756 -3.27191 0.68290 -0.1 0.2 -0.1 -0.22
C -0.38115 -4.63167 0.62442 -0.6 0.2 0.1 -0.01
C -1.37593 -5.54615 0.32494 -0.1 0.5 0.0 -0.21
C -2.64825 -5.12025 -0.04910 0.1 0.0 -0.2 -0.25
C -2.91147 -3.74787 -0.00112 -0.1 -0.1 0.3 -0.20
C -1.96686 -2.87105 0.48047 0.4 -0.7 0.1 -0.02
O 2.19396 -3.67199 0.71500 -0.5 0.6 0.5 -0.70
H 4.69895 -3.88776 3.80757 -0.2 0.0 0.0 0.21
H 3.21451 -3.28208 4.55912 0.0 -0.1 -0.1 0.20
H 3.12477 -4.43041 3.19078 0.0 0.0 0.1 0.22
H 4.14415 -1.55513 3.04767 0.2 -0.2 -0.2 0.18
H 4.20093 -2.72770 1.69545 -0.1 0.1 0.3 0.23
H 0.68642 -1.25298 3.27710 0.2 0.1 0.2 0.19
H 2.29091 -0.93456 3.98024 -0.2 0.0 -0.1 0.20
H 1.49987 1.17695 3.22642 -0.1 0.1 -0.1 0.20
H 2.68651 0.68740 1.99089 -0.2 -0.1 0.2 0.24
H 0.96707 0.55764 1.65414 0.1 0.0 0.1 0.19
H -0.08042 -1.29913 1.23266 -0.1 -0.7 -0.2 0.20
H 0.61853 -4.94051 0.88280 0.0 0.3 -0.2 0.27
H -1.12272 -6.60028 0.38839 0.0 0.2 -0.1 0.23
H -3.41684 -5.83686 -0.33396 0.2 0.3 0.0 0.22
H -3.88279 -3.35560 -0.29186 0.1 -0.1 0.3 0.23
H -2.17956 -1.86865 0.83276 0.1 -0.3 -0.4 0.20

It is found that the F_max values, taken in the order of the records, are 5.48 3.85 0.71 6.27 5.33 3.28 3.26 1.53 eV Å⁻¹.